Entry 1:
Entry from the Open Molecules 2025 dataset: a cluster of 2 separate species, C6H14 in total in a non-equilibrium geometry (ωB97M-V/def2-TZVPD).

Geometry (Å):
C: 1.954 -1.613 -1.284
C: 2.507 -0.419 -1.539
C: 4.019 -0.208 -1.695
H: 1.269 -1.778 -0.459
H: 2.191 -2.433 -1.959
H: 2.047 0.536 -1.288
H: 4.452 -1.180 -1.455
H: 4.430 0.580 -1.088
H: 4.297 -0.163 -2.757
C: -1.292 1.072 1.229
C: -2.383 0.027 0.994
C: -3.763 0.474 1.477
H: -1.300 1.473 2.246
H: -0.309 0.648 1.035
H: -1.488 1.945 0.601
H: -2.357 -0.190 -0.075
H: -2.039 -0.905 1.455
H: -3.842 0.632 2.548
H: -4.638 0.034 1.007
H: -3.756 1.467 1.008

For the HOMO energy, the calculation gives -8.730 eV. The energy above the lowest of the compared OMol25 structures with the same formula, charge and spin is 62.0 kcal per mole. The SMILES is C=CC.CCC. The value obtained for the HOMO-LUMO gap is 9.75 eV.

Entry 2:
Entry from the Open Molecules 2025 dataset: the molecule C6H14 in a non-equilibrium geometry (ωB97M-V/def2-TZVPD).

Geometry (Å):
C: 0.843 -2.360 0.864
C: 1.379 -0.990 0.355
C: 0.521 -0.398 -0.752
C: -0.924 -0.051 -0.331
C: -1.115 1.314 0.360
C: -0.659 2.473 -0.509
H: 1.480 -3.145 0.443
H: 0.765 -2.543 1.934
H: -0.122 -2.579 0.423
H: 1.454 -0.278 1.183
H: 2.361 -1.180 -0.048
H: 0.984 0.544 -1.059
H: 0.497 -1.015 -1.653
H: -1.245 -0.803 0.395
H: -1.560 -0.082 -1.216
H: -2.207 1.350 0.479
H: -0.701 1.336 1.362
H: -1.143 2.386 -1.489
H: 0.419 2.563 -0.539
H: -1.027 3.454 -0.202

For the HOMO energy, the calculation gives -10.754 eV. The energy above the lowest of the compared OMol25 structures with the same formula, charge and spin is 12.6 kcal per mole. The SMILES is CCCCCC. The value obtained for the HOMO-LUMO gap is 11.98 eV.

Entry 3:
Entry from the Open Molecules 2025 dataset: a structure of composition C6H14AlClCuO in a non-equilibrium geometry (ωB97M-V/def2-TZVPD).

Geometry (Å):
Al: 0.734 -0.589 -1.956
Cl: 1.938 -2.385 -2.004
C: 2.049 0.899 -2.055
C: -0.367 -0.821 -3.620
H: 1.598 1.808 -2.475
H: 2.441 1.136 -1.056
H: 2.896 0.600 -2.690
H: 0.157 -0.396 -4.488
H: -1.334 -0.312 -3.518
H: -0.550 -1.883 -3.835
Cu: -1.197 -0.141 1.181
C: -2.087 -0.742 2.760
C: -0.932 0.056 -0.707
H: -2.973 -1.309 2.439
H: -1.412 -1.387 3.339
H: -2.389 0.125 3.366
H: -1.861 -0.285 -1.230
H: -0.943 1.176 -0.784
C: 0.530 0.905 3.300
C: 0.629 0.332 1.915
O: 1.594 0.111 1.237
H: -0.260 1.669 3.309
H: 1.498 1.336 3.588
H: 0.242 0.095 3.985

For the HOMO energy (alpha / beta), the calculation gives 1.039 / 0.476 eV. The total charge is -2. As for the expectation value of S²: 0.757. Its spin multiplicity is 2. The value obtained for the HOMO-LUMO gap (alpha / beta) is 4.86 / 5.41 eV.

Entry 4:
Entry from the Open Molecules 2025 dataset: a structure of composition C6H14AlNO3 in a non-equilibrium geometry (ωB97M-V/def2-TZVPD).

Geometry (Å):
Al: 1.481 2.185 -1.597
C: 2.806 -2.633 -0.945
C: 2.203 -1.233 -0.946
O: 2.855 -0.217 -0.606
O: 1.128 -0.978 -1.550
H: 2.111 -3.437 -1.189
H: 3.413 -2.757 -0.048
H: 3.446 -2.593 -1.826
C: -1.159 0.553 2.507
C: -0.834 0.644 1.025
C: -1.803 1.314 0.063
O: -1.325 1.318 -1.259
C: -1.805 0.099 -1.808
N: 0.461 1.280 1.089
H: -0.361 0.326 3.215
H: -1.895 -0.251 2.514
H: -1.567 1.510 2.832
H: -0.644 -0.380 0.704
H: -1.833 2.386 0.261
H: -2.806 0.913 0.212
H: -1.496 -0.761 -1.213
H: -1.243 0.025 -2.739
H: -2.883 0.184 -1.942
H: 1.250 0.685 1.300
H: 0.499 1.819 1.942

For the HOMO energy, the calculation gives -17.561 eV. The total charge is +2. The energy above the lowest of the compared OMol25 structures with the same formula, charge and spin is 106.3 kcal per mole. The value obtained for the HOMO-LUMO gap is 3.92 eV.

Entry 5:
Entry from the Open Molecules 2025 dataset: a cluster of 2 separate species, C6H14BN in total in a non-equilibrium geometry (ωB97M-V/def2-TZVPD).

Geometry (Å):
C: 3.624 -1.266 0.492
C: 2.382 -0.920 0.155
B: 1.174 -0.354 0.134
C: -0.143 0.097 -0.485
C: -1.412 -0.809 -0.331
C: -2.584 0.027 0.299
C: -3.962 -0.533 0.457
H: 3.956 -2.251 0.644
H: 4.391 -0.480 0.674
H: 0.060 0.306 -1.500
H: -0.242 1.065 -0.027
H: -1.608 -1.354 -1.294
H: -0.983 -1.691 0.212
H: -2.770 0.873 -0.275
H: -2.284 0.262 1.283
H: -3.946 -1.357 1.238
H: -4.641 -0.779 -0.330
H: -4.632 0.218 0.947
N: 3.288 2.291 -0.219
H: 3.546 3.108 -0.935
H: 2.578 1.643 -0.602
H: 4.211 1.901 -0.536

For the HOMO energy, the calculation gives -8.150 eV. The energy above the lowest of the compared OMol25 structures with the same formula, charge and spin is 123.8 kcal per mole. The SMILES is C=C=BCCCC.N. The value obtained for the HOMO-LUMO gap is 7.81 eV.

Entry 6:
Entry from the Open Molecules 2025 dataset: the molecule C6H14BNO4 in a non-equilibrium geometry (ωB97M-V/def2-TZVPD).

Geometry (Å):
N: -0.012 1.331 -2.965
C: 0.004 0.645 -1.658
C: -0.582 1.503 -0.514
C: -0.142 1.077 0.867
C: -0.846 -0.182 1.395
C: 0.008 -0.881 2.472
B: 1.524 -0.985 1.929
O: 2.531 -0.553 2.779
O: 1.803 -1.515 0.675
C: -0.725 -0.665 -1.872
O: -0.354 -1.678 -1.325
O: -1.850 -0.586 -2.643
H: -0.882 1.144 -3.395
H: 0.684 0.895 -3.588
H: 1.070 0.424 -1.413
H: -0.323 2.539 -0.727
H: -1.680 1.494 -0.578
H: -0.333 1.903 1.539
H: 0.937 0.942 0.926
H: -1.862 0.029 1.739
H: -0.988 -0.876 0.538
H: 0.122 -0.349 3.405
H: -0.361 -1.900 2.648
H: 3.447 -0.634 2.446
H: 1.047 -1.623 0.008
H: -2.237 -1.498 -2.692

For the HOMO energy, the calculation gives -9.762 eV. The energy above the lowest of the compared OMol25 structures with the same formula, charge and spin is 0.0 kcal per mole. The SMILES is N[C@@H](CCCCB(O)O)C(=O)O. The value obtained for the HOMO-LUMO gap is 10.19 eV.

Entry 7:
Entry from the Open Molecules 2025 dataset: a cluster of 2 separate species, C6H14Br in total in a non-equilibrium geometry (ωB97M-V/def2-TZVPD).

Geometry (Å):
Br: -0.271 -0.005 4.185
H: -0.064 -0.663 2.940
C: 0.080 0.107 -1.036
C: 0.053 -1.426 -0.786
C: -1.193 0.870 -0.751
C: -2.484 0.171 -0.248
C: 1.322 0.878 -0.551
C: 2.399 0.097 0.237
H: 0.094 -2.061 -1.677
H: 0.833 -1.813 -0.129
H: -0.801 -1.879 -0.265
H: -0.964 1.649 -0.003
H: -1.462 1.472 -1.643
H: -3.391 0.779 -0.320
H: -2.692 -0.733 -0.832
H: -2.425 -0.133 0.812
H: 1.784 1.391 -1.414
H: 1.103 1.730 0.119
H: 3.387 0.569 0.264
H: 2.093 -0.088 1.274
H: 2.599 -0.913 -0.176

For the HOMO energy (alpha / beta), the calculation gives -7.683 / -10.980 eV. The energy above the lowest of the compared OMol25 structures with the same formula, charge and spin is 26.3 kcal per mole. As for the expectation value of S²: 0.754. Its spin multiplicity is 2. The value obtained for the HOMO-LUMO gap (alpha / beta) is 8.36 / 11.60 eV.

Entry 8:
Entry from the Open Molecules 2025 dataset: a cluster of 2 separate species, C6H14BrN2 in total in a non-equilibrium geometry (ωB97M-V/def2-TZVPD).

Geometry (Å):
C: -0.087 0.901 0.462
C: -0.366 2.131 1.287
C: 0.615 -2.254 0.616
C: 2.407 -1.199 -0.799
C: -2.381 1.311 -1.318
C: 0.999 -1.050 -0.274
N: -1.978 0.195 -0.556
N: 0.915 0.148 0.546
Br: -2.948 -0.450 0.834
H: 0.063 2.335 2.217
H: -1.497 2.196 1.402
H: -0.095 2.928 0.536
H: 1.323 -2.402 1.417
H: -0.305 -2.021 1.058
H: 0.537 -3.108 0.061
H: 2.878 -0.422 -1.532
H: 2.572 -2.109 -1.538
H: 3.064 -1.335 0.115
H: -1.797 1.203 -2.156
H: -3.521 1.151 -1.462
H: -2.319 2.381 -0.922
H: 0.316 -0.897 -1.166
H: 1.606 0.366 1.171

For the HOMO energy (alpha / beta), the calculation gives -13.344 / -13.289 eV. The total charge is +1. The energy above the lowest of the compared OMol25 structures with the same formula, charge and spin is 121.1 kcal per mole. The value obtained for the HOMO-LUMO gap (alpha / beta) is 8.01 / 8.10 eV.

Entry 9:
Entry from the Open Molecules 2025 dataset: the molecule C6H14BrPS in a non-equilibrium geometry (ωB97M-V/def2-TZVPD).

Geometry (Å):
C: 1.177 1.515 -1.327
C: 0.013 0.583 -1.515
C: -0.747 0.920 -2.759
P: -1.213 0.388 0.074
S: -2.897 -0.463 -0.177
Br: -1.061 2.480 0.868
C: -0.262 -0.438 1.361
C: 0.113 -1.859 0.977
C: -1.198 -0.351 2.561
H: 1.973 1.284 -2.072
H: 0.704 2.535 -1.347
H: 1.714 1.421 -0.416
H: 0.208 -0.461 -1.691
H: -0.944 1.970 -2.939
H: -1.763 0.541 -2.806
H: -0.194 0.423 -3.574
H: 0.598 0.134 1.760
H: -0.323 -2.040 -0.047
H: 1.114 -2.247 0.760
H: -0.299 -2.725 1.605
H: -0.667 -0.181 3.547
H: -1.826 -1.183 2.642
H: -2.030 0.473 2.612

For the HOMO energy, the calculation gives -9.028 eV. The energy above the lowest of the compared OMol25 structures with the same formula, charge and spin is 0.0 kcal per mole. The SMILES is CC(C)P(=S)(Br)C(C)C. The value obtained for the HOMO-LUMO gap is 9.48 eV.

Entry 10:
Entry from the Open Molecules 2025 dataset: a structure of composition C6H14CeClInO2 in a non-equilibrium geometry (ωB97M-V/def2-TZVPD).

Geometry (Å):
Ce: -0.007 0.267 1.090
Cl: -0.612 2.354 -0.561
C: -2.244 0.045 1.432
H: -2.089 -0.438 2.416
H: -2.728 -0.598 0.683
H: -2.601 1.087 1.495
In: 0.273 0.564 -2.167
C: 2.278 1.100 -2.588
C: -1.053 0.362 -3.788
C: 0.121 -1.093 -0.760
H: -1.382 -0.677 -3.724
H: -1.845 1.096 -3.658
H: -0.378 0.560 -4.623
H: 2.869 0.263 -2.209
H: 2.248 1.150 -3.679
H: 2.492 2.051 -2.104
H: -0.734 -1.789 -0.847
H: 1.184 -1.413 -0.627
C: 0.703 0.013 4.039
O: 0.693 -1.401 3.575
C: 0.364 -1.697 2.320
O: 0.315 -2.821 1.808
H: 1.001 -0.039 5.089
H: -0.313 0.454 3.940
H: 1.444 0.599 3.449

For the HOMO energy (alpha / beta), the calculation gives -3.126 / -3.285 eV. The total charge is -1. The energy above the lowest of the compared OMol25 structures with the same formula, charge and spin is 59.5 kcal per mole. As for the expectation value of S²: 0.752. Its spin multiplicity is 2. The value obtained for the HOMO-LUMO gap (alpha / beta) is 5.42 / 5.57 eV.

Entry 11:
Entry from the Open Molecules 2025 dataset: a cluster of 2 separate species, C6H14Cl2NO in total in a non-equilibrium geometry (ωB97M-V/def2-TZVPD).

Geometry (Å):
C: 0.876 0.038 -1.218
C: 3.036 -0.268 -0.239
C: 1.179 -1.568 0.528
C: -4.321 1.524 -0.693
C: 1.102 0.646 1.093
C: -2.857 0.205 0.472
N: 1.569 -0.322 0.016
O: -3.684 1.162 0.390
Cl: -2.807 -1.086 -0.732
Cl: -2.527 -0.324 2.143
H: -0.215 -0.120 -1.043
H: 1.173 1.040 -1.630
H: 0.895 -0.681 -2.064
H: 3.292 -0.584 -1.238
H: 3.238 0.855 -0.196
H: 3.659 -0.771 0.530
H: 0.095 -1.974 0.299
H: 1.740 -2.333 0.072
H: 1.240 -1.636 1.642
H: -4.844 2.444 -0.513
H: -4.742 1.119 -1.670
H: 0.100 0.482 1.289
H: 0.997 1.625 0.853
H: 1.805 0.529 1.911

For the HOMO energy (alpha / beta), the calculation gives -11.043 / -11.115 eV. The total charge is +1. The energy above the lowest of the compared OMol25 structures with the same formula, charge and spin is 82.7 kcal per mole. The value obtained for the HOMO-LUMO gap (alpha / beta) is 8.27 / 8.05 eV.

Entry 12:
Entry from the Open Molecules 2025 dataset: a cluster of 5 separate species, C6H14Cl8O in total in a non-equilibrium geometry (ωB97M-V/def2-TZVPD).

Geometry (Å):
Cl: -3.548 -0.728 -0.778
C: -2.602 0.674 -0.252
Cl: -3.716 2.112 0.158
H: -1.980 0.521 0.672
H: -1.917 0.982 -1.020
Cl: 1.755 -0.882 0.633
C: 0.451 -1.619 -0.331
Cl: 1.049 -2.974 -1.227
H: -0.350 -2.031 0.242
H: 0.097 -0.897 -1.074
Cl: 3.739 2.600 0.431
C: 4.058 3.640 -1.015
Cl: 4.273 2.790 -2.557
H: 3.164 4.272 -1.130
H: 4.947 4.181 -0.843
Cl: 0.728 0.569 -3.382
C: 2.095 -0.631 -3.538
Cl: 3.411 -0.123 -4.590
H: 2.463 -0.686 -2.490
H: 1.674 -1.514 -3.993
C: -1.963 -0.267 3.242
C: -2.243 -1.769 3.081
O: -2.194 -2.148 1.700
H: -2.870 0.293 2.839
H: -1.035 -0.033 2.782
H: -1.707 0.129 4.259
H: -3.212 -2.059 3.424
H: -1.516 -2.357 3.540
H: -3.053 -2.046 1.216

For the HOMO energy, the calculation gives -10.666 eV. The SMILES is ClCCl.ClCCl.ClCCl.ClCCl.CCO. The value obtained for the HOMO-LUMO gap is 11.18 eV.

no.,M (g/mol)
1,86.18
2,86.18
3,228.16
4,175.16
5,111.00
6,174.99
7,166.08
8,194.10
9,229.12
10,408.56
11,187.09
12,385.80